No. 1
Formula: C28H30Cl3F32NO8S
Source: the OMol25 dataset
Level of theory: ωB97M-V with the def2-TZVPD basis set

Each line ends with the Löwdin charge.
Positions of all 103 atoms, in Å:
Cl (-6.330, -5.296, -3.748)  0.612
Cl (-3.030, -7.238, -3.455)  0.747
Cl (-4.552, -3.374, -5.885)  0.767
S (-2.063, -5.606, -6.997)  0.595
F (3.373, 2.962, -3.626)  0.099
F (3.190, 0.473, 9.277)  0.101
F (2.168, -1.419, 0.816)  0.147
F (2.491, 7.324, -2.180)  0.153
F (2.449, -2.012, 8.671)  0.101
F (-0.086, -0.818, 2.404)  0.103
F (-2.764, 1.415, -1.380)  0.121
F (4.545, -1.854, 9.297)  0.139
F (0.228, 8.092, -3.419)  0.103
F (-4.325, 1.762, -2.882)  0.101
F (5.735, -0.978, 5.610)  0.144
F (7.085, -0.939, 8.136)  0.105
F (2.360, 3.082, 2.302)  0.129
F (2.459, -0.248, 3.384)  0.099
F (0.854, -1.268, -0.935)  0.078
F (0.638, 1.770, 2.495)  0.151
F (2.964, 5.110, -3.728)  0.102
F (-2.070, 2.330, 1.288)  0.089
F (3.123, 2.940, -0.991)  0.098
F (6.807, -2.825, 5.206)  0.139
F (2.336, 1.586, 4.575)  0.098
F (4.716, 0.473, 7.709)  0.096
F (-2.518, 5.741, 0.656)  0.140
F (-4.728, 1.683, 0.588)  0.097
F (-0.247, -2.570, 1.097)  0.095
F (-5.046, 0.131, -0.918)  0.091
F (1.302, 3.564, -2.030)  0.130
F (-4.126, 4.306, 0.916)  0.156
F (0.334, 5.903, -3.417)  0.101
F (8.330, -0.887, 6.335)  0.098
F (1.007, 8.144, -0.818)  0.146
F (-2.120, 4.005, 2.701)  0.112
O (5.393, -2.813, 6.884)  0.054
O (1.334, 5.975, -0.790)  0.049
O (-3.360, -6.132, -7.262)  -0.212
O (-2.677, 4.105, -0.801)  0.048
O (-0.946, -5.957, -7.791)  -0.189
O (-1.675, -5.769, -5.493)  -0.205
O (-2.194, -4.003, -6.883)  -0.185
O (2.296, 1.288, 1.039)  0.043
N (-1.657, -1.075, -2.882)  0.023
C (6.297, -2.053, 6.197)  -0.542
C (-1.884, 3.664, 1.419)  -0.288
C (2.731, 1.073, 3.388)  -0.280
C (-3.924, 2.061, -1.612)  -0.446
C (0.177, 6.991, -2.637)  -0.285
C (-1.418, -4.374, -3.627)  -0.112
C (-5.011, 1.468, -0.713)  -0.304
C (3.548, -0.080, 8.098)  -0.308
C (-0.170, -1.218, 1.121)  -0.302
C (-2.469, -4.847, -4.632)  -0.418
C (-3.727, 3.584, -1.591)  -0.038
C (2.469, 5.140, -0.704)  -0.038
C (-2.562, -2.205, -2.676)  -0.271
C (-3.660, -5.710, -4.115)  -0.629
C (2.547, 3.966, -1.684)  -0.432
C (7.494, -1.653, 7.072)  -0.287
C (3.419, 4.123, -2.933)  -0.303
C (-1.872, -3.561, -2.412)  -0.152
C (1.303, 7.078, -1.598)  -0.543
C (-2.831, -3.696, -5.656)  -0.632
C (-2.850, 4.435, 0.512)  -0.545
C (3.690, -1.591, 8.286)  -0.442
C (1.338, 0.701, 0.178)  -0.040
C (-4.647, -5.024, -3.127)  -0.722
C (1.075, -0.796, 0.338)  -0.429
C (4.045, -2.426, 7.050)  -0.040
C (1.964, 1.779, 2.264)  -0.536
C (-4.648, -5.518, -1.678)  -0.177
H (3.519, -3.367, 7.206)  0.150
H (-5.097, -4.749, -1.040)  0.087
H (-0.856, 3.915, 1.153)  0.168
H (-0.791, 6.940, -2.133)  0.173
H (-3.631, -5.683, -1.311)  0.050
H (-2.385, -2.756, -5.330)  0.102
H (3.805, 1.220, 3.262)  0.178
H (-4.670, 4.099, -1.396)  0.150
H (-0.811, -1.170, -2.336)  0.039
H (-5.991, 1.888, -0.954)  0.174
H (-4.226, -5.998, -5.002)  0.059
H (-1.072, -0.802, 0.662)  0.173
H (0.404, 1.266, 0.149)  0.144
H (-0.653, -3.829, -4.197)  0.140
H (1.786, 0.794, -0.811)  0.142
H (-4.529, -3.941, -3.152)  0.057
H (-0.931, -5.290, -3.270)  0.122
H (8.019, -2.548, 7.412)  0.175
H (3.634, -1.983, 6.142)  0.145
H (3.399, 5.710, -0.693)  0.152
H (4.455, 4.327, -2.652)  0.175
H (-3.268, -2.235, -3.512)  0.082
H (-1.432, -0.913, -3.856)  0.068
H (-3.435, 3.834, -2.610)  0.150
H (-0.959, -3.329, -1.847)  0.110
H (-3.177, -1.988, -1.789)  0.107
H (-2.487, -4.162, -1.740)  0.084
H (2.379, 4.669, 0.276)  0.136
H (2.776, 0.143, 7.356)  0.169
H (-5.199, -6.454, -1.590)  0.066

Its strongest force on any atom is 0.83 eV/Å. The frontier orbital gap is 9.949 eV. As for the SMILES: C[C@H](Cl)[C@H](Cl)[C@@]1(CCCN)OS(=O)(=O)O[C@H]1Cl.FC(F)C(F)(F)COC(F)(F)C(F)F.FC(F)C(F)(F)COC(F)(F)C(F)F.FC(F)C(F)(F)COC(F)(F)C(F)F.FC(F)C(F)(F)COC(F)(F)C(F)F. As for the HOMO energy: -9.73 eV.

***

No. 2
Formula: C28H30F5N2
Source: the OMol25 dataset
Level of theory: ωB97M-V with the def2-TZVPD basis set

Each line ends with the Löwdin charge.
Positions of all 65 atoms, in Å:
F (-2.037, 4.360, 0.049)  0.026
F (1.097, -0.995, -2.152)  0.037
F (6.604, -2.815, -0.810)  0.042
F (0.616, 3.157, 5.028)  0.081
F (-6.689, -0.150, -0.987)  0.036
N (0.913, 3.774, 3.825)  -0.046
N (-0.630, 6.174, 4.159)  -0.043
C (2.932, -0.453, -0.792)  -0.033
C (-2.443, 0.358, -0.727)  -0.074
C (-1.188, 0.948, -0.779)  -0.067
C (6.315, -3.488, -1.948)  -0.287
C (6.847, -4.747, -2.129)  -0.015
C (2.097, -2.724, -0.908)  -0.009
C (-3.440, 2.481, -0.175)  -0.009
C (1.643, 5.048, 4.119)  -0.051
C (5.482, -2.886, -2.870)  -0.021
C (3.979, -2.194, 0.504)  -0.103
C (-8.143, -1.988, -1.175)  -0.014
C (3.077, -3.117, -0.006)  -0.071
C (-7.260, -4.091, -1.954)  -0.091
C (-3.565, 1.121, -0.431)  -0.059
C (-5.799, -2.187, -1.754)  -0.020
C (5.699, -4.851, -4.247)  -0.093
C (6.531, -5.428, -3.297)  -0.080
C (-8.326, -3.323, -1.505)  -0.077
C (3.907, -0.867, 0.106)  -0.091
C (0.703, 6.108, 4.723)  -0.171
C (-0.350, 3.995, 3.058)  -0.059
C (-2.180, 3.036, -0.228)  -0.298
C (-6.878, -1.454, -1.307)  -0.281
C (-6.001, -3.521, -2.078)  -0.080
C (-1.252, 4.895, 3.891)  -0.172
C (2.049, -1.397, -1.277)  -0.294
C (-1.048, 2.307, -0.528)  -0.033
C (5.177, -3.583, -4.030)  -0.079
H (2.076, 5.349, 3.164)  0.146
H (0.648, 5.960, 5.803)  0.128
H (2.865, 0.571, -1.136)  0.113
H (-0.682, 6.799, 3.365)  0.126
H (-9.309, -3.764, -1.411)  0.108
H (-4.830, -1.716, -1.855)  0.103
H (5.459, -5.389, -5.154)  0.103
H (7.494, -5.173, -1.375)  0.118
H (1.389, -3.427, -1.325)  0.122
H (-2.545, -0.701, -0.925)  0.102
H (-0.319, 0.353, -1.021)  0.084
H (6.939, -6.417, -3.462)  0.107
H (1.193, 7.067, 4.563)  0.135
H (-0.014, 4.534, 2.170)  0.144
H (-4.297, 3.098, 0.058)  0.122
H (-8.956, -1.368, -0.824)  0.119
H (-0.766, 3.031, 2.771)  0.144
H (-2.186, 5.034, 3.351)  0.138
H (4.755, -2.514, 1.185)  0.105
H (3.142, -4.156, 0.287)  0.112
H (-5.169, -4.115, -2.433)  0.106
H (-4.545, 0.666, -0.402)  0.090
H (-0.085, 2.799, -0.580)  0.111
H (2.445, 4.782, 4.804)  0.143
H (1.525, 3.102, 3.353)  0.211
H (4.528, -3.130, -4.769)  0.106
H (4.629, -0.151, 0.479)  0.105
H (-1.498, 4.407, 4.835)  0.130
H (-7.412, -5.131, -2.210)  0.104
H (5.084, -1.900, -2.671)  0.111

Its strongest force on any atom is 0.28 eV/Å. The frontier orbital gap is 7.375 eV. Its net charge is +1. As for the HOMO energy: -10.66 eV.

***

No. 3
Formula: C28H30FeO2
Source: the OMol25 dataset
Level of theory: ωB97M-V with the def2-TZVPD basis set

Each line ends with the Löwdin spin population.
Positions of all 61 atoms, in Å:
Fe (-3.751, -1.604, -1.619)  2.550
O (-0.947, -0.224, -0.233)  0.093
O (4.683, -2.274, -0.727)  0.042
C (-2.151, -1.230, -2.761)  0.043
C (-0.258, 0.630, 0.508)  0.024
C (2.146, 5.109, 1.839)  0.002
C (-3.271, -1.705, -3.547)  0.043
C (-3.674, -2.996, -3.018)  0.038
C (-5.484, -0.691, -1.373)  0.032
C (1.934, 3.786, 2.589)  0.004
C (3.320, -2.326, -0.794)  0.130
C (-2.809, -3.315, -1.896)  0.051
C (-4.373, 0.160, -0.994)  0.031
C (-4.243, -1.816, 0.277)  0.040
C (-0.203, 2.405, 2.173)  0.004
C (1.620, 2.204, 0.616)  0.001
C (1.075, 2.812, 1.763)  0.035
C (2.569, -2.164, -1.994)  0.006
C (1.270, -2.592, 0.455)  0.075
C (1.036, 1.060, 0.097)  0.021
C (-3.639, -0.520, 0.050)  0.040
C (5.410, -2.202, -1.969)  0.004
C (-5.402, -1.912, -0.590)  0.036
C (-0.916, -2.011, -0.555)  0.256
C (-1.885, -2.188, -1.699)  0.041
C (0.520, -2.285, -0.697)  0.094
C (1.180, -2.200, -1.936)  0.109
C (1.287, 4.079, 3.941)  0.000
C (2.641, -2.566, 0.432)  0.004
C (3.304, 3.130, 2.823)  0.002
C (-0.808, 1.270, 1.652)  0.024
H (-4.441, -3.641, -3.436)  0.013
H (3.857, 2.992, 1.887)  0.000
H (2.646, 4.961, 0.874)  0.000
H (2.548, 2.549, 0.148)  0.000
H (-6.293, -0.408, -2.036)  0.012
H (1.530, 0.511, -0.699)  0.004
H (2.772, 5.773, 2.448)  0.000
H (6.450, -2.248, -1.666)  0.000
H (3.225, -2.699, 1.348)  -0.001
H (-2.807, -4.246, -1.326)  0.011
H (-1.339, -2.332, 0.401)  0.007
H (-2.870, -0.068, 0.646)  0.008
H (-0.729, 2.947, 2.964)  0.000
H (5.169, -3.046, -2.627)  0.001
H (-3.946, -2.531, 1.036)  0.011
H (1.977, 4.657, 4.556)  0.000
H (0.601, -2.099, -2.855)  0.012
H (3.910, 3.751, 3.489)  0.000
H (-6.139, -2.709, -0.573)  0.012
H (-1.538, -0.346, -2.930)  0.007
H (3.178, 2.150, 3.294)  0.000
H (-4.176, 1.168, -1.341)  0.010
H (5.197, -1.260, -2.484)  0.001
H (-1.735, 0.899, 2.092)  0.004
H (0.370, 4.659, 3.826)  0.000
H (3.084, -1.978, -2.946)  -0.003
H (0.733, -2.794, 1.389)  0.005
H (1.058, 3.154, 4.473)  0.000
H (1.193, 5.617, 1.660)  0.000
H (-3.666, -1.206, -4.425)  0.013

Its strongest force on any atom is 2.93 eV/Å. The frontier orbital gap (spin up / spin down) is 2.358 / 4.571 eV. Its net charge is -2. As for the HOMO energy (spin up / spin down): 2.06 / -0.16 eV. Its spin multiplicity is 5.

***

Question: What is the strongest force on any atom in the first record?
Answer: 0.83 eV/Å